A:
13
Properties=species:S:1:pos:R:3 method="wB97M-V/def2-TZVPD" total_charge=+1 gap_ha="0.3429 / 0.3429" lumo_energy_ev="-5.00 / -5.00"
O -2.889 -0.611 -0.246
N 0.377 1.406 -0.040
N -1.859 0.962 0.096
N 1.119 -1.002 -0.052
N -0.251 -0.826 0.221
C -0.705 0.412 0.086
H 0.289 2.219 -0.658
H 1.114 -1.147 -1.027
H -1.072 -1.421 0.154
H 1.347 -1.790 0.564
H 1.275 0.994 -0.257
H -3.795 -0.062 -0.325
H 0.629 1.782 0.900

***

B:
13
Properties=species:S:1:pos:R:3 method="wB97M-V/def2-TZVPD" total_charge=+1 gap_ha=0.2578 lumo_energy_ev=-4.80
O -1.275 0.598 0.184
N 2.082 0.819 -0.970
N 1.710 1.015 1.392
N -1.800 -1.214 -1.208
N 1.645 0.579 0.108
C -1.108 -0.500 -0.477
H -2.056 1.026 -0.085
H -0.497 -1.027 0.227
H 1.737 -0.691 0.586
H 1.418 0.430 2.123
H -2.742 -0.990 -1.720
H -1.256 -1.992 -1.735
H 2.143 1.947 1.575

***

Stability order, top to bottom: A, B

***

A:
16
Properties=species:S:1:pos:R:3 method="wB97M-V/def2-TZVPD" smiles="C=[N+]=N[C@H]1CC=CN1" total_charge=+1 gap_ha=0.3168 lumo_energy_ev=-5.09
N -1.987 0.242 0.422
N -1.386 1.206 0.069
N 0.108 -0.556 -0.838
C 1.101 -0.949 0.087
C 0.976 1.388 0.119
C 1.522 0.143 0.694
C -1.728 -1.055 0.284
C -0.188 0.868 -0.709
H -0.136 -1.143 -1.624
H 2.067 -0.093 1.570
H 1.226 -1.947 0.322
H 0.848 1.997 0.940
H -1.300 -1.624 1.137
H -2.460 -1.653 -0.253
H 1.626 1.757 -0.525
H -0.288 1.419 -1.695

***

B:
16
Properties=species:S:1:pos:R:3 method="wB97M-V/def2-TZVPD" total_charge=+1 gap_ha="0.2273 / 0.2274" lumo_energy_ev="-5.15 / -5.15"
N -2.027 -0.099 -0.025
N 1.957 -2.216 0.314
N 2.405 1.039 -0.488
C 1.332 0.224 -0.149
C -1.868 -1.262 -0.539
C 1.602 -1.084 0.149
C -1.152 0.950 0.064
C 0.150 1.055 -0.123
H -0.917 -1.370 -1.009
H 2.454 -2.715 1.064
H 0.601 2.070 -0.239
H -1.712 1.847 0.075
H -2.722 -1.903 -0.792
H 2.563 1.884 -0.034
H -3.087 0.153 0.283
H 3.240 0.503 -0.728

***

C:
16
Properties=species:S:1:pos:R:3 method="wB97M-V/def2-TZVPD" total_charge=+1 gap_ha="0.3147 / 0.3147" lumo_energy_ev="-5.51 / -5.51"
N -0.214 1.039 -0.018
N -1.634 -0.763 -0.628
N -1.652 0.714 1.079
C -0.445 -0.048 -1.041
C 0.964 0.750 0.645
C -2.195 -0.297 0.421
C 1.614 -0.352 0.204
C 0.802 -0.951 -0.950
H 0.458 -2.013 -0.508
H 1.067 1.451 1.487
H 2.590 -0.776 0.437
H -0.168 2.063 -0.131
H -1.510 0.891 2.037
H -0.650 0.285 -2.042
H 1.403 -1.105 -1.901
H -2.870 -0.769 1.121

***

Stability order, top to bottom: B, C, A

***

A:
16
Properties=species:S:1:pos:R:3 method="wB97M-V/def2-TZVPD" smiles="C1=C[C@]2(C1)N=NC[NH2+]2" total_charge=+1 gap_ha=0.3795 lumo_energy_ev=-4.01
N 1.003 -0.404 0.738
N -0.657 1.190 0.660
N 0.221 1.630 1.376
C -0.227 0.324 -1.625
C -1.385 -0.989 -0.348
C -1.307 -0.499 -1.820
C -0.304 0.003 -0.021
C 1.432 0.895 1.402
H -2.272 -0.656 0.145
H 0.646 -1.184 1.385
H -1.941 -0.793 -2.649
H 1.716 -0.726 0.003
H 2.203 1.323 0.735
H -1.267 -2.168 -0.326
H 2.000 0.798 2.427
H 0.140 1.256 -2.083

***

B:
16
Properties=species:S:1:pos:R:3 method="wB97M-V/def2-TZVPD" total_charge=+1 gap_ha=0.2548 lumo_energy_ev=-6.08
N -0.259 2.324 1.104
N -0.782 0.666 2.765
N -0.127 3.022 0.025
C 1.031 -0.955 -1.017
C -0.391 -0.317 -0.940
C -0.280 2.316 -1.158
C -0.307 1.362 1.781
C -0.471 1.054 -1.099
H -0.847 -0.580 -1.885
H -0.185 3.042 -2.078
H 1.047 -1.953 -1.395
H -1.612 1.057 3.182
H 1.405 -0.920 -0.039
H -0.884 -0.580 0.070
H 1.755 -0.236 -1.654
H -0.178 0.105 3.355

***

Stability order, top to bottom: A, B

***

A:
20
Properties=species:S:1:pos:R:3 method="wB97M-V/def2-TZVPD" smiles="C=[NH+]C[NH2+]NCC" total_charge=+2 gap_ha=0.3811 lumo_energy_ev=-9.03
N -0.217 0.051 -1.177
N -1.129 -1.477 0.378
N -0.697 0.800 -0.155
C -0.026 -1.253 -0.497
C 0.423 1.545 0.723
C 1.695 1.673 -0.105
C -1.458 -2.482 1.041
H 0.021 2.444 0.963
H 0.886 -0.944 0.138
H -1.784 -0.686 0.385
H -2.496 -2.554 1.461
H 0.177 -2.131 -1.104
H -1.435 1.521 -0.388
H 2.440 2.229 0.416
H 0.603 0.932 1.609
H -0.838 0.151 -2.003
H -0.703 -3.194 1.115
H 2.214 0.745 -0.435
H 1.507 2.190 -1.026
H 0.818 0.441 -1.339

***

B:
20
Properties=species:S:1:pos:R:3 method="wB97M-V/def2-TZVPD" total_charge=+2 gap_ha=0.3429 lumo_energy_ev=-7.08
N -2.526 0.447 1.490
N 2.436 0.090 -2.044
N 0.935 -1.565 -0.214
C 0.753 -0.125 -0.316
C -0.074 0.584 0.678
C -1.646 0.403 0.288
C 1.658 0.607 -1.083
H -0.016 0.467 1.764
H -2.194 -0.263 2.146
H -0.020 1.678 0.651
H -1.804 1.180 -0.451
H 0.083 -2.113 -0.395
H 1.647 -1.959 -0.839
H 2.829 -0.838 -2.005
H 1.275 -1.892 0.706
H -2.661 1.291 2.067
H -1.611 -0.642 0.011
H 1.649 1.671 -0.945
H 2.793 0.717 -2.745
H -3.506 0.260 1.237

***

Stability order, top to bottom: B, A

***

A:
20
Properties=species:S:1:pos:R:3 method="wB97M-V/def2-TZVPD" smiles="C[NH2+][C@H](C)C(N)=[NH2+]" total_charge=+2 gap_ha=0.4446 lumo_energy_ev=-8.36
N -1.757 -0.963 -0.939
N 1.300 -0.014 0.373
N -1.442 -0.105 1.289
C 1.426 -1.461 0.509
C 0.295 0.428 -0.505
C 0.182 1.989 -0.656
C -1.138 -0.222 -0.040
H -2.421 -0.486 1.568
H 1.283 -2.085 -0.384
H 1.215 0.306 1.379
H -1.432 -0.731 -1.916
H 0.858 -1.852 1.435
H -0.368 2.315 -1.488
H 0.397 -0.052 -1.526
H -0.381 2.351 0.086
H 1.250 2.494 -0.701
H -2.566 -1.468 -0.735
H 2.403 -1.771 0.786
H 2.098 0.512 -0.118
H -1.203 0.815 1.584

***

B:
20
Properties=species:S:1:pos:R:3 method="wB97M-V/def2-TZVPD" total_charge=+2 gap_ha=0.2394 lumo_energy_ev=-11.73
N 0.081 0.244 2.820
N 2.938 -0.200 -4.801
N 0.724 -0.611 -4.532
C -2.781 0.004 3.327
C -1.697 -0.047 4.388
C 1.648 0.140 -4.878
C -0.334 0.653 3.986
H -2.055 0.373 5.324
H 3.642 0.246 -5.369
H -0.512 1.767 3.897
H -2.354 -0.382 2.403
H -1.350 -1.065 4.554
H -2.994 1.049 3.092
H 1.651 0.835 -5.757
H -1.615 -1.991 -5.623
H 3.194 -0.951 -4.174
H 0.413 0.459 4.783
H -3.698 -0.472 3.645
H 1.099 0.323 2.653
H -2.082 -1.489 -5.342

***

Stability order, top to bottom: A, B